Entry from the OMol25 dataset: a molecular structure, C8H3ClCrN5O9 (the ωB97M-V functional and the def2-TZVPD basis).

The geometry in XYZ format:
```
27
C8H3ClCrN5O9 | the OMol25 dataset | the ωB97M-V functional and the def2-TZVPD basis
Cr 1.715 -4.199 13.269
O 3.216 -1.244 8.048
C 4.435 -1.439 8.508
O 5.420 -1.149 7.880
C 4.584 -2.039 9.870
C 5.806 -2.171 10.502
N 5.580 -2.779 11.679
N 4.296 -3.048 11.861
C 3.661 -2.607 10.783
C 2.184 -2.760 10.716
O 1.533 -2.457 9.738
O 1.680 -3.223 11.819
H 2.513 -1.626 8.602
H 6.782 -1.860 10.166
H 6.241 -3.035 12.390
O -0.602 -3.962 14.804
Cl -0.302 -5.180 14.197
O -1.227 -6.173 14.434
O 1.033 -5.570 14.637
O -0.116 -4.941 12.776
O 3.167 -4.031 14.057
N 4.342 -4.049 14.502
C 4.675 -4.829 15.491
C 3.782 -5.701 16.161
N 3.059 -6.402 16.707
C 6.027 -4.861 15.918
N 7.121 -4.932 16.251
```

Computed properties:
E in Eh: -2761.90435
E_HOMO (spin up / spin down) in eV: -10.48 / -10.48
LUMO energy (spin up / spin down) in eV: -3.3150 / -2.3217
Max |F| in Eh/bohr: 0.057
2S+1: 4